No. 1
The following is a DFT calculation (ωB97M-V/def2-TZVPD) of a cluster of 3 separate species, C3H9O5 in total.

Values from the calculation:
**Energy**: -13496.17901 eV
**Net charge**: -1
**F_max**: 2.457 eV/A

Positions of all 17 atoms, in Å:
O  0.32737  -1.74398  0.21501
C  0.01438  -0.68174  -0.38079
O  -1.13679  -0.16360  -0.28055
C  1.16599  0.06590  -1.08418
C  0.71550  0.95991  -2.21844
O  -0.29182  1.83956  -1.92292
H  2.01450  -0.67550  -1.19740
H  1.66726  0.56218  -0.24285
H  1.62618  1.50517  -2.61922
H  0.35069  0.32054  -3.08808
H  -0.97063  1.53052  -1.26595
H  -1.92875  1.00338  0.98069
H  -0.72983  1.17032  1.58751
O  -1.62188  1.54665  1.73325
H  0.26734  -2.59794  2.96908
H  1.27962  -1.68658  2.21694
O  0.89147  -1.87995  3.08250

Which charges does Mulliken predict for the atoms? In e, they are: atom 1 (O): -0.7894, atom 2 (C): 0.4788, atom 3 (O): -0.8666, atom 4 (C): -0.4726, atom 5 (C): -0.2416, atom 6 (O): -0.5558, atom 7 (H): 0.3128, atom 8 (H): 0.2354, atom 9 (H): 0.2206, atom 10 (H): 0.2047, atom 11 (H): 0.4121, atom 12 (H): 0.4296, atom 13 (H): 0.3153, atom 14 (O): -0.6862, atom 15 (H): 0.3030, atom 16 (H): 0.3386, atom 17 (O): -0.6386

=====

No. 2
The following is a DFT calculation (ωB97M-V/def2-TZVPD) of a cluster of 2 separate species, C3H9OS in total.

Values from the calculation:
**Energy**: -16140.84134 eV
**Net charge**: -1
**F_max**: 0.803 eV/A

Positions of all 14 atoms, in Å:
C  0.93848  1.94866  -0.52051
C  0.47474  0.67600  0.16188
C  -0.98720  0.32346  -0.07058
S  -1.61475  -0.99025  1.03197
H  0.58418  1.98259  -1.55061
H  2.02859  1.97129  -0.60738
H  0.54274  2.83701  -0.03913
H  1.13235  -0.16546  -0.09761
H  0.58778  0.71365  1.24137
H  -1.26225  0.03913  -1.09058
H  -1.55852  1.25090  0.10346
H  -0.35715  -3.90188  -0.19094
H  -0.42969  -2.88644  0.90531
O  -0.07930  -3.79867  0.72334

Which charges does Mulliken predict for the atoms? In e, they are: atom 1 (C): -1.1411, atom 2 (C): -0.3272, atom 3 (C): -0.6405, atom 4 (S): -0.6961, atom 5 (H): 0.2796, atom 6 (H): 0.3401, atom 7 (H): 0.3040, atom 8 (H): 0.2939, atom 9 (H): 0.2546, atom 10 (H): 0.2632, atom 11 (H): 0.2286, atom 12 (H): 0.3083, atom 13 (H): 0.2076, atom 14 (O): -0.6752

=====

No. 3
The following is a DFT calculation (ωB97M-V/def2-TZVPD) of a cluster of 2 separate species, C3H9P in total.

Values from the calculation:
**Energy**: -12540.99636 eV
**F_max**: 3.335 eV/A

Positions of all 13 atoms, in Å:
C  -0.96607  -1.86498  -0.03553
C  -0.09279  1.46338  0.79042
C  0.58073  0.13220  0.83248
P  1.66550  -0.52257  -0.37818
H  -0.22693  -2.76294  0.11588
H  -1.69080  -1.92966  0.76832
H  -1.13330  -1.50876  -1.03836
H  -0.24825  1.52781  -0.25903
H  0.38576  2.31503  1.16419
H  -1.10287  1.32363  1.21976
H  0.63217  -0.44117  1.78235
H  2.78682  0.34326  -0.46017
H  1.08800  0.39312  -1.38609

Which charges does Mulliken predict for the atoms? In e, they are: atom 1 (C): -0.9740, atom 2 (C): -0.8845, atom 3 (C): -0.3463, atom 4 (P): -0.1390, atom 5 (H): 0.2955, atom 6 (H): 0.3256, atom 7 (H): 0.3694, atom 8 (H): 0.2874, atom 9 (H): 0.3313, atom 10 (H): 0.2565, atom 11 (H): 0.4527, atom 12 (H): 0.0357, atom 13 (H): -0.0103

=====

No. 4
The following is a DFT calculation (ωB97M-V/def2-TZVPD) of a cluster of 2 separate species, C3H9S in total.

Values from the calculation:
**Energy**: -14092.46916 eV
**Net charge**: -1
**F_max**: 1.584 eV/A

Positions of all 13 atoms, in Å:
C  2.14011  0.69198  0.97716
C  0.68397  0.69110  1.46211
H  2.40107  1.71481  0.65495
H  2.38582  0.09543  0.09915
H  2.91890  0.51296  1.72681
H  0.04612  1.29602  0.82806
H  0.30671  -0.32436  1.49728
H  0.71066  1.16583  2.44355
C  -2.40819  -1.23182  -1.99727
S  -0.97038  -0.30723  -1.34055
H  -2.85457  -1.89161  -1.24324
H  -3.17403  -0.50566  -2.27381
H  -2.18618  -1.90745  -2.83420

Which charges does Mulliken predict for the atoms? In e, they are: atom 1 (C): -0.8356, atom 2 (C): -0.8200, atom 3 (H): 0.2365, atom 4 (H): 0.2830, atom 5 (H): 0.3037, atom 6 (H): 0.2258, atom 7 (H): 0.2274, atom 8 (H): 0.3290, atom 9 (C): -0.7822, atom 10 (S): -0.7250, atom 11 (H): 0.1878, atom 12 (H): 0.1734, atom 13 (H): 0.1965

=====

No. 5
The following is a DFT calculation (ωB97M-V/def2-TZVPD) of a cluster of 2 separate species, C3H9S in total.

Values from the calculation:
**Energy**: -14092.74926 eV
**Net charge**: -1
**F_max**: 0.889 eV/A

Positions of all 13 atoms, in Å:
S  4.06373  3.29522  -0.26143
H  3.78857  2.73347  -1.43806
C  -0.70473  -1.87541  0.11294
C  -0.31281  -0.45673  0.58443
C  -1.06171  0.68122  -0.14840
H  -1.36115  -1.83336  -0.75218
H  -1.28324  -2.39248  0.87617
H  0.18068  -2.47280  -0.06864
H  0.74458  -0.29214  0.39460
H  -0.41559  -0.35609  1.65821
H  -1.53502  0.30229  -1.05820
H  -1.76671  1.20746  0.49043
H  -0.33659  1.45933  -0.38987

Which charges does Mulliken predict for the atoms? In e, they are: atom 1 (S): -0.9206, atom 2 (H): -0.0759, atom 3 (C): -0.9646, atom 4 (C): -0.2288, atom 5 (C): -0.9760, atom 6 (H): 0.2861, atom 7 (H): 0.2402, atom 8 (H): 0.2755, atom 9 (H): 0.2353, atom 10 (H): 0.3311, atom 11 (H): 0.2847, atom 12 (H): 0.2370, atom 13 (H): 0.2759

=====

No. 6
The following is a DFT calculation (ωB97M-V/def2-TZVPD) of a cluster of 2 separate species, C3H9S in total.

Values from the calculation:
**Energy**: -14090.41655 eV
**F_max**: 0.727 eV/A
**2S+1**: 2

Positions of all 13 atoms, in Å:
S  1.32671  0.57692  -2.04214
H  1.31343  -0.41944  -2.93651
C  -0.44801  0.82807  1.14733
C  -1.04325  -0.38896  1.87581
C  -1.17684  -1.61299  0.98701
H  -1.08971  1.70332  1.14380
H  0.48176  1.09139  1.65432
H  -0.10115  0.63815  0.13080
H  -0.48710  -0.53375  2.80194
H  -2.03120  -0.16887  2.28506
H  -1.48495  -2.52820  1.50435
H  -0.23328  -1.90101  0.50302
H  -1.90330  -1.38608  0.20265

Which charges does Mulliken predict for the atoms? In e, they are: atom 1 (S): -0.2054, atom 2 (H): 0.1711, atom 3 (C): -0.5279, atom 4 (C): -0.2698, atom 5 (C): -1.0892, atom 6 (H): 0.3032, atom 7 (H): 0.3097, atom 8 (H): -0.1438, atom 9 (H): 0.2964, atom 10 (H): 0.2420, atom 11 (H): 0.3392, atom 12 (H): 0.2909, atom 13 (H): 0.2835

=====

No. 7
The following is a DFT calculation (ωB97M-V/def2-TZVPD) of a cluster of 2 separate species, C3H9S2 in total.

Values from the calculation:
**Energy**: -24928.16857 eV
**Net charge**: -1
**F_max**: 0.631 eV/A

Positions of all 14 atoms, in Å:
C  2.09917  2.48743  0.55620
S  0.30162  2.26946  0.54865
H  2.60200  1.62127  0.97814
H  2.44434  2.62891  -0.45833
H  2.33465  3.33560  1.18507
C  -2.04394  -2.61505  -1.12214
C  -1.35766  -1.92013  0.04632
S  0.30045  -1.23853  -0.30775
H  -1.75747  -3.65522  -1.26173
H  -1.84637  -2.10201  -2.06855
H  -3.13059  -2.59380  -1.01367
H  -1.99762  -1.10326  0.37464
H  -1.25734  -2.62308  0.86638
H  0.30417  0.88418  0.47826

Which charges does Mulliken predict for the atoms? In e, they are: atom 1 (C): -0.7438, atom 2 (S): -0.2340, atom 3 (H): 0.2570, atom 4 (H): 0.2346, atom 5 (H): 0.2738, atom 6 (C): -1.0015, atom 7 (C): -0.4264, atom 8 (S): -0.6661, atom 9 (H): 0.2487, atom 10 (H): 0.2740, atom 11 (H): 0.3173, atom 12 (H): 0.2216, atom 13 (H): 0.2139, atom 14 (H): 0.0309

=====

No. 8
The following is a DFT calculation (ωB97M-V/def2-TZVPD) of a cluster of 2 separate species, C3H9S2 in total.

Values from the calculation:
**Energy**: -24926.56180 eV
**Net charge**: -1
**F_max**: 4.337 eV/A

Positions of all 14 atoms, in Å:
C  1.51855  2.52740  -1.69876
S  2.31719  2.99933  -3.44431
H  1.07669  1.52696  -1.94323
H  0.69296  3.20744  -1.41256
H  2.28011  2.89795  -1.07888
C  -1.08379  -0.25705  0.53869
S  -1.60437  -1.16180  1.90301
C  -0.67045  -2.77436  1.65668
H  -0.12005  0.19966  0.59098
H  -1.16284  -0.79823  -0.38848
H  -1.83087  0.65033  0.29844
H  -1.41758  -3.52544  1.44171
H  -0.10158  -2.88765  2.63465
H  0.10603  -2.60455  0.90208

Which charges does Mulliken predict for the atoms? In e, they are: atom 1 (C): -0.7527, atom 2 (S): -0.8013, atom 3 (H): 0.0925, atom 4 (H): 0.2146, atom 5 (H): 0.2445, atom 6 (C): -0.8851, atom 7 (S): -0.1055, atom 8 (C): -0.7506, atom 9 (H): 0.3456, atom 10 (H): 0.3437, atom 11 (H): 0.2683, atom 12 (H): 0.2467, atom 13 (H): 0.2568, atom 14 (H): 0.2826

=====

No. 9
The following is a DFT calculation (ωB97M-V/def2-TZVPD) of a cluster of 2 separate species, C3H9S2 in total.

Values from the calculation:
**Energy**: -24927.81443 eV
**Net charge**: -1
**F_max**: 1.245 eV/A

Positions of all 14 atoms, in Å:
C  -2.30186  -1.14792  -1.75733
S  -1.47275  -0.60486  -0.24457
H  -3.35937  -1.44230  -1.61848
H  -2.49088  -0.43204  -2.56867
H  -1.78653  -2.00726  -2.18851
C  1.04568  0.37653  2.27709
S  2.02908  1.47125  1.25492
C  1.58926  0.89308  -0.39419
H  1.61940  -0.41122  2.75787
H  0.29132  -0.05923  1.62624
H  0.52181  0.92212  3.06429
H  1.80864  -0.14962  -0.60258
H  0.50719  0.98459  -0.49688
H  1.99901  1.60688  -1.10921

Which charges does Mulliken predict for the atoms? In e, they are: atom 1 (C): -0.8753, atom 2 (S): -0.6373, atom 3 (H): 0.2204, atom 4 (H): 0.2464, atom 5 (H): 0.1970, atom 6 (C): -0.2904, atom 7 (S): -0.1621, atom 8 (C): -0.7533, atom 9 (H): 0.2307, atom 10 (H): -0.1786, atom 11 (H): 0.2530, atom 12 (H): 0.2987, atom 13 (H): 0.1527, atom 14 (H): 0.2982

=====

No. 10
The following is a DFT calculation (ωB97M-V/def2-TZVPD) of a cluster of 2 separate species, C3H9S3 in total.

Values from the calculation:
**Energy**: -35763.63082 eV
**Net charge**: -1
**F_max**: 1.691 eV/A

Positions of all 15 atoms, in Å:
C  -2.74038  -1.44338  0.18826
S  -1.57459  -0.84645  -1.07533
H  -2.51869  -1.00922  1.22941
H  -3.76032  -1.17587  -0.11918
H  -2.67450  -2.59305  0.26443
C  1.54837  2.14238  -0.19762
C  1.61800  0.59944  -0.28867
S  1.45828  -0.12181  1.34585
S  0.91003  -2.03843  0.77560
H  2.34465  2.50402  0.41878
H  0.61035  2.43853  0.29520
H  1.56845  2.70392  -1.19418
H  2.60519  0.30921  -0.69237
H  0.83525  0.21829  -0.97338
H  -0.23010  -1.68757  0.02319

Which charges does Mulliken predict for the atoms? In e, they are: atom 1 (C): -0.7207, atom 2 (S): -0.5793, atom 3 (H): 0.2148, atom 4 (H): 0.2405, atom 5 (H): 0.2002, atom 6 (C): -1.1647, atom 7 (C): -0.0750, atom 8 (S): -0.1424, atom 9 (S): -0.3054, atom 10 (H): 0.3249, atom 11 (H): 0.3005, atom 12 (H): 0.2879, atom 13 (H): 0.2883, atom 14 (H): 0.0766, atom 15 (H): 0.0540

=====

No. 11
The following is a DFT calculation (ωB97M-V/def2-TZVPD) of a structure of composition C3HBiO2.

Values from the calculation:
**Energy**: -13034.13794 eV
**Net charge**: +2
**F_max**: 5.381 eV/A

Positions of all 7 atoms, in Å:
C  -0.78039  0.13229  0.70303
O  -0.93145  0.24970  -0.52037
O  0.52848  -0.17992  1.03106
C  1.36649  -0.34305  -0.03429
C  0.98350  -0.18029  -1.23125
H  0.92389  -0.46907  -2.26912
Bi  -2.09052  0.79033  2.32093

Which charges does Mulliken predict for the atoms? In e, they are: atom 1 (C): 0.5017, atom 2 (O): -0.3725, atom 3 (O): -0.2365, atom 4 (C): 0.2088, atom 5 (C): 0.1724, atom 6 (H): 0.4057, atom 7 (Bi): 1.3204

=====

No. 12
The following is a DFT calculation (ωB97M-V/def2-TZVPD) of a structure of composition C3HBr4NO2.

Values from the calculation:
**Energy**: -288877.57698 eV
**F_max**: 2.897 eV/A

Positions of all 11 atoms, in Å:
C  0.05293  -0.41105  -0.17910
C  0.25170  0.65175  0.63145
C  -1.11568  -0.70632  -1.10141
N  1.60085  0.73740  1.37197
O  2.46430  -0.03126  1.01808
O  1.71487  1.64346  2.14964
Br  -1.03427  1.95762  1.08242
Br  -1.55113  0.90688  -2.12846
Br  -2.74259  -1.44498  -0.18315
Br  -0.61427  -2.15325  -2.31200
H  0.97329  -1.15025  -0.34945

Which charges does Mulliken predict for the atoms? In e, they are: atom 1 (C): 0.1400, atom 2 (C): -0.1859, atom 3 (C): -0.1621, atom 4 (N): 0.9497, atom 5 (O): -0.5686, atom 6 (O): -0.5504, atom 7 (Br): 0.0172, atom 8 (Br): 0.0397, atom 9 (Br): 0.0370, atom 10 (Br): -0.0108, atom 11 (H): 0.2943